[1]
A structure of composition H28HeO14, computed with ωB97M-V with the def2-TZVPD basis set.

Results
- LUMO (hartree) = -0.003
- HOMO (eV) = -10.5
- relative energy (zero: lowest compared OMol25 entry of this formula, charge and spin) (kcal per mole) = 6.20
- charge = 0
- calculated total energy (hartree) = -1073.07963
- Kohn-Sham gap (Eh) = 0.3829

Each line ends with the Mulliken charge.
CARTESIAN COORDINATES (ANGSTROEM)
O: -9.202 -6.783 -9.409  -0.640
O: -3.242 -9.437 -7.883  -0.658
O: -4.795 -4.197 -9.410  -0.776
O: -9.148 -9.478 -9.516  -0.739
O: -6.338 -10.314 -9.279  -0.689
O: -7.117 -7.539 -13.845  -0.663
O: -8.765 -9.371 -12.384  -0.628
O: -2.976 -7.334 -11.409  -0.725
O: -7.178 -5.290 -8.298  -0.749
O: -5.987 -9.066 -6.688  -0.664
O: -2.363 -5.644 -9.284  -0.654
O: -3.869 -4.839 -12.550  -0.620
O: -5.292 -9.766 -13.931  -0.677
O: -4.384 -10.653 -11.384  -0.611
He: -6.211 -7.447 -10.269  0.019
H: -4.849 -3.823 -10.289  0.340
H: -6.437 -5.010 -8.835  0.434
H: -2.552 -6.174 -10.059  0.455
H: -3.454 -10.829 -11.530  0.259
H: -3.525 -10.117 -8.494  0.291
H: -4.713 -10.378 -12.240  0.349
H: -8.220 -9.714 -9.534  0.415
H: -6.233 -11.252 -9.121  0.284
H: -6.080 -9.881 -6.195  0.287
H: -5.883 -9.034 -13.752  0.379
H: -7.832 -7.773 -13.253  0.317
H: -6.810 -5.944 -7.704  0.332
H: -5.028 -3.475 -8.827  0.311
H: -7.015 -6.593 -13.735  0.315
H: -2.543 -7.795 -12.127  0.286
H: -2.990 -4.923 -9.327  0.358
H: -4.038 -9.189 -7.414  0.391
H: -9.858 -6.288 -9.901  0.291
H: -9.154 -8.523 -9.577  0.413
H: -4.807 -9.497 -14.711  0.302
H: -6.105 -9.323 -7.602  0.388
H: -8.922 -10.291 -12.597  0.260
H: -3.578 -5.636 -12.107  0.345
H: -2.834 -7.893 -10.645  0.271
H: -4.673 -5.094 -13.002  0.309
H: -8.562 -6.126 -9.137  0.371
H: -9.203 -9.242 -11.543  0.356
H: -5.994 -10.179 -10.162  0.366



[2]
The molecule C21H26N4O4S, computed with ωB97M-V with the def2-TZVPD basis set.

Results
- structure (SMILES) = O=C(CCNC(=O)C1CCN(S(=O)(=O)c2ccccc2)CC1)NCc1ccncc1
- LUMO (hartree) = 0.020
- HOMO (eV) = -9.4
- relative energy (zero: lowest compared OMol25 entry of this formula, charge and spin) (kcal per mole) = 33.14
- charge = 0
- calculated total energy (hartree) = -1734.05033
- Kohn-Sham gap (Eh) = 0.3656

Each line ends with the Mulliken charge.
CARTESIAN COORDINATES (ANGSTROEM)
S: -1.264 -2.810 -0.824  1.499
O: -1.056 -2.056 -2.037  -0.690
O: -2.585 -2.813 -0.274  -0.753
O: 1.888 2.443 -0.327  -0.781
O: -2.139 4.680 -0.196  -0.681
N: -0.213 -2.355 0.410  0.169
N: 0.217 1.836 -1.700  0.149
N: 0.107 4.620 -0.002  -0.050
N: 0.458 1.375 3.699  -0.534
C: 1.154 -2.172 -0.029  -1.163
C: -0.613 0.063 0.467  -0.511
C: -0.900 3.074 2.716  -0.166
C: -1.049 4.431 -0.672  0.517
C: 0.195 -6.198 -2.483  -0.668
C: -0.923 3.990 -2.130  -0.440
C: 1.529 2.022 3.270  -0.501
C: 0.234 3.052 -2.481  -1.062
C: -0.707 -1.260 1.224  -1.502
C: 0.098 4.980 1.405  -1.595
C: 1.038 1.631 -0.655  -0.280
C: 0.228 3.747 2.260  0.869
C: -0.727 1.899 3.432  -0.413
C: -0.212 -4.884 -2.310  -0.093
C: -0.725 -4.495 -1.089  -0.164
C: -0.436 -6.694 -0.214  -0.654
C: 0.083 -7.098 -1.435  -0.336
C: 1.368 -0.851 -0.772  -0.693
C: 1.474 3.206 2.553  -0.126
C: -0.844 -5.383 -0.038  -0.317
C: 0.847 0.314 0.079  0.849
H: -1.258 -5.033 0.894  0.410
H: 2.479 1.563 3.514  0.380
H: 0.825 -0.891 -1.717  0.312
H: 2.431 -0.717 -0.983  0.478
H: 1.445 0.380 0.995  0.196
H: -0.523 -7.401 0.597  0.388
H: 1.200 3.535 -2.312  0.469
H: -1.578 1.342 3.804  0.380
H: -1.886 3.454 2.502  0.429
H: 1.791 -2.213 0.860  0.449
H: 0.597 -6.518 -3.432  0.397
H: 1.402 -3.016 -0.676  0.498
H: 0.400 -8.121 -1.571  0.384
H: 0.165 2.788 -3.541  0.460
H: -0.119 -1.221 2.146  0.415
H: 2.378 3.687 2.217  0.345
H: -0.483 1.147 -1.925  0.206
H: -0.832 4.900 -2.729  0.325
H: -1.875 3.522 -2.391  0.299
H: -0.851 5.485 1.601  0.475
H: 0.931 5.665 1.589  0.427
H: -0.145 -4.156 -3.103  0.454
H: -1.744 -1.495 1.464  0.514
H: -0.987 0.878 1.087  0.121
H: 0.958 4.167 -0.318  0.324
H: -1.246 -0.024 -0.419  0.584